152
Properties=species:S:1:pos:R:3:mulliken_charge:R:1 method="wB97M-V/def2-TZVPD" orbital_gap_ev=0.9 total_charge=+2 e_tot_ev=-234526.9913 de_lowest_kj_mol=0.0 homo_energy_ev=-6.36
H -4.98 5.11 1.40 0.31
H -3.54 2.62 -3.65 0.27
C 4.16 -4.91 0.63 -1.03
C -3.48 0.51 -6.14 -0.73
H 8.96 -0.65 -5.15 0.36
H -2.38 -2.45 -7.41 0.43
O 2.68 -4.46 5.03 -0.81
H 0.14 -7.70 0.75 0.28
H 5.68 0.76 -3.07 0.43
C -2.97 -1.54 -7.46 -1.34
H 5.40 7.32 0.21 0.37
H -3.71 -1.28 -4.20 0.34
H -4.60 -1.72 -5.42 0.37
F -7.81 0.82 5.49 -0.46
O 7.41 0.28 -2.19 -0.39
H -4.32 -2.32 -0.63 0.31
H 9.19 0.92 -5.21 0.37
O -3.46 1.00 -4.77 -0.25
H -6.56 -5.42 -3.38 0.35
N 8.71 0.21 -4.68 -0.30
H -1.88 -0.83 -5.64 0.36
H -6.57 -7.65 -0.51 0.39
H 6.91 4.85 -0.67 0.33
O -1.60 -7.96 1.78 -0.23
O 6.70 6.57 -1.96 -0.31
C -5.86 -4.95 -0.89 -0.69
F -7.36 -0.30 3.33 -0.50
C -5.37 -2.56 -0.44 -0.75
F -3.02 -10.01 0.05 -0.31
H 4.42 8.30 -0.69 0.38
H -4.80 2.51 -4.87 0.35
As 0.04 0.54 -0.31 2.14
H -3.32 -2.69 -5.05 0.37
H 5.49 -0.34 -5.50 0.36
H 3.83 7.35 0.50 0.62
F -1.56 1.04 0.35 -0.52
C 2.91 2.26 6.16 0.27
H 7.14 1.64 -4.39 0.32
H 4.83 5.42 -0.72 0.08
F -5.62 2.05 5.35 -0.50
H 2.54 2.18 4.21 0.33
H 6.04 -0.84 -3.24 0.48
C -3.80 7.26 -1.63 -0.78
O -5.93 -3.52 -1.26 -0.34
H 8.40 5.80 -1.20 0.29
O 3.94 -4.58 3.07 -0.34
C -7.10 -5.73 -1.37 0.20
F 0.89 1.52 0.97 -0.57
C 4.21 -3.89 1.86 -0.12
H -3.48 8.28 -1.42 0.32
H -4.87 7.30 -1.85 0.32
H -3.22 6.94 -2.50 0.24
F 1.61 0.09 -1.03 -0.50
C -4.21 6.94 0.70 -0.77
F -0.09 2.02 -1.35 -0.55
C -2.95 -10.08 1.40 0.80
As -6.52 0.91 4.33 2.01
H -7.65 -4.38 -3.00 0.32
H 3.13 -2.89 3.87 0.12
H 4.08 3.69 7.17 0.44
H -2.11 5.55 2.06 0.39
H 5.21 7.43 -2.93 0.36
C 6.53 -0.15 -5.76 -1.40
H 2.37 5.55 -0.88 0.50
H -2.62 4.84 0.68 0.36
F -0.83 -0.40 -1.58 -0.53
H -1.46 1.04 6.24 0.28
H -2.85 1.10 -6.81 0.40
F 5.51 -2.37 4.35 -0.28
F 0.07 -0.85 0.77 -0.48
C 7.41 5.44 -1.44 -0.70
C 4.88 -3.30 5.01 0.80
H -4.21 5.49 4.00 0.40
H 3.61 3.33 4.51 0.49
H 2.35 6.94 -1.91 0.39
H -1.95 -5.58 1.09 0.22
H 7.59 0.15 -0.16 0.27
H 6.87 -1.17 -5.98 0.46
H 3.12 -5.25 0.57 0.17
H 5.20 -3.45 1.98 0.25
H -5.98 -7.47 -2.12 0.44
H 1.77 0.83 7.38 0.39
H -4.97 -5.50 -1.18 0.39
H -5.21 6.87 3.35 0.38
C -6.83 -7.23 -1.48 -1.47
F -5.29 1.06 3.06 -0.53
H -2.71 4.01 1.93 0.35
C -4.20 5.77 1.78 0.19
H 2.28 4.04 7.30 0.38
H -3.61 7.04 3.43 0.45
C -3.73 2.42 -4.71 -0.84
H -0.76 -9.92 1.42 0.30
H -5.56 -2.84 0.59 0.37
C 4.41 6.26 -1.26 0.06
C -0.92 -7.45 0.69 -0.07
F -7.33 2.31 3.55 -0.51
H 3.08 2.76 8.17 0.37
C -2.88 -0.84 -6.07 0.10
H -3.96 -1.91 -7.74 0.40
C 1.77 1.20 6.36 -0.78
F 4.47 -2.71 6.21 -0.27
C -4.33 6.24 3.23 -1.42
C -0.93 -5.97 1.04 -1.23
H -1.37 -7.80 -0.24 0.24
C 2.94 6.05 -1.67 -1.52
H 4.77 -5.81 0.67 0.33
H 4.38 -4.29 -0.24 0.32
H -7.97 -5.42 -0.80 0.32
H -5.85 -1.60 -0.64 0.24
H 3.49 -3.10 1.62 0.25
C -0.52 0.54 6.46 -0.76
C 6.80 0.20 -0.92 -0.84
H -4.51 0.47 -6.50 0.38
F -3.02 -11.36 1.76 -0.28
F -5.64 -0.52 5.05 -0.51
C 5.37 6.47 -2.43 -0.57
H -0.49 -0.25 5.71 0.35
H 3.83 1.75 5.86 0.37
C 7.20 0.57 -4.56 0.36
H 2.85 5.39 -2.53 0.42
N -2.84 4.97 1.65 -0.33
H -2.52 -0.86 -8.18 0.39
H -8.11 -5.89 -3.24 0.38
C 3.07 3.29 7.22 -1.45
H -5.25 7.26 0.57 0.44
H -0.53 0.19 7.50 0.31
H 7.51 4.71 -2.25 0.23
H 1.94 3.57 4.72 0.40
H -0.26 -5.33 0.46 0.42
N 4.51 7.39 -0.25 -0.54
O 0.44 1.64 6.22 -0.34
H 6.55 0.48 -6.64 0.38
O -1.27 -9.53 3.30 -0.79
H 6.15 1.04 -0.71 0.28
O -3.72 6.37 -0.57 -0.30
H -3.65 7.83 0.99 0.42
H -5.81 -5.03 0.20 0.42
H 6.13 -0.66 -0.80 0.39
H 9.17 0.21 -3.78 0.33
C -1.60 -9.45 1.92 -0.20
H 1.97 0.39 5.66 0.45
H 5.33 5.63 -3.13 0.35
N 2.73 2.95 4.83 -0.57
H -3.06 3.09 -5.25 0.30
H -7.65 -7.80 -1.91 0.43
N -7.39 -5.33 -2.81 -0.32
C 6.55 0.13 -3.25 -0.90
C 3.68 -3.76 4.23 0.05
N -3.64 -1.73 -5.10 -0.30
F -4.04 -9.59 1.87 -0.29
H -0.49 -5.80 2.02 0.34
F 5.72 -4.32 5.37 -0.28

17
Properties=species:S:1:pos:R:3:mulliken_charge:R:1 method="wB97M-V/def2-TZVPD" orbital_gap_ev=10.7 e_tot_ev=-8430.5166 de_lowest_kj_mol=69.8 homo_energy_ev=-9.61
C 2.03 0.36 0.26 -1.56
O 0.29 -0.26 -1.38 -0.52
H 0.55 -2.14 0.28 0.30
C -0.89 -0.88 -0.82 -0.08
C -1.72 0.32 -0.29 -0.72
H -0.30 2.01 -0.33 0.33
H -2.42 0.03 0.50 0.27
H -0.59 1.40 1.32 0.33
C -0.08 -1.26 0.43 -0.66
H 2.64 -0.51 -0.01 0.36
H -2.27 0.84 -1.07 0.31
H 2.20 0.60 1.32 0.32
H -0.58 -1.29 1.40 0.23
H -1.29 -1.59 -1.54 0.46
H 2.35 1.21 -0.36 0.35
C -0.50 1.12 0.27 -0.66
C 0.59 0.06 0.01 0.94

104
Properties=species:S:1:pos:R:3:mulliken_charge:R:1 method="wB97M-V/def2-TZVPD" orbital_gap_ev=10.0 e_tot_ev=-68367.5905 homo_energy_ev=-9.37 smiles="COCCCCCC[SiH2]CC(=O)OC(C)=O.c1ccncc1.c1ccncc1.c1ccncc1.c1ccncc1.c1ccncc1.c1ccncc1"
H -5.41 -0.89 -2.28 -0.05
C -4.21 0.55 -0.26 -0.96
H -7.06 -2.12 0.26 0.43
H -5.28 2.06 -4.38 0.39
C 4.77 1.81 10.44 -0.28
C 8.13 -2.30 -1.27 -0.28
C 1.06 -1.64 -1.32 -0.90
C -0.42 0.44 -1.09 -1.02
H -6.03 3.96 -5.79 0.36
C 5.68 1.98 7.90 -0.09
H -3.63 -1.35 -4.06 0.57
C 7.27 -4.31 -2.22 -0.34
H -1.71 2.10 -0.60 -0.01
C 2.28 -2.39 0.58 -0.92
H 7.41 -5.25 -2.75 0.38
H -2.06 4.46 4.79 0.36
H -5.56 -1.75 1.17 0.40
H 1.89 -1.87 1.46 0.26
C -2.97 0.46 -1.16 0.82
H -2.42 5.99 -4.67 0.36
H -3.57 -2.32 -8.04 0.36
N 6.21 2.80 8.80 -0.54
H 5.60 -0.16 0.32 0.57
H 0.85 -2.69 -1.56 0.47
C 6.01 -3.90 -1.82 -0.70
H 1.27 -1.13 -2.26 0.33
H 8.96 -1.64 -1.04 0.37
H -3.31 -2.91 -2.13 -0.44
H -1.42 6.78 1.24 0.36
H 1.73 -3.32 0.41 0.41
C 5.58 0.04 1.38 -0.42
H -0.51 0.45 -2.19 0.44
H 3.48 0.49 1.43 0.63
H -3.15 1.08 -2.05 0.03
H 6.20 3.38 10.77 0.35
C 4.23 0.97 9.49 -0.45
H 3.45 0.26 9.76 0.37
C -2.46 3.54 2.90 -0.11
H 5.13 -4.51 -2.01 0.39
H -3.95 0.16 0.73 0.48
H 0.44 1.07 -0.83 0.27
H -6.91 0.40 -0.90 -0.23
H -2.81 -0.57 -1.49 -0.37
C 5.40 0.54 4.04 0.27
H 0.04 -0.97 0.45 0.24
C -3.97 -2.02 -4.83 -0.39
N -2.49 3.61 1.57 -0.18
C -5.24 -3.89 -5.56 -0.71
H -1.70 -3.51 -1.68 -0.01
C -3.13 -4.13 -0.31 0.73
C 5.76 2.71 10.05 -0.25
H 3.32 -2.65 0.78 0.32
H -5.91 -4.72 -5.37 0.42
C 4.69 1.05 8.19 -0.16
H 4.29 0.41 7.41 0.34
H -2.88 -4.62 -2.36 0.35
C 6.64 0.18 3.51 -0.37
H 9.36 -3.77 -2.25 0.37
C -1.71 5.87 1.74 -0.71
H 5.30 0.75 5.10 0.02
C 8.36 -3.49 -1.95 -0.44
H 7.66 -0.37 1.69 0.39
C -2.76 4.03 -3.87 -0.09
C -3.94 -2.55 -7.04 -0.36
H 6.07 2.07 6.89 0.35
C -3.09 5.14 -4.63 -0.77
H 7.50 0.10 4.15 0.37
C -1.70 1.01 -0.49 -0.62
H -1.37 6.62 3.73 0.37
Si -5.68 -0.41 -0.91 0.28
N -3.53 2.95 -3.78 -0.18
H -5.09 -4.25 -7.69 0.37
C -5.98 -1.95 0.18 -0.67
H -1.84 4.00 -3.31 0.43
N -3.53 -1.75 -6.06 -0.47
O -2.47 -4.85 0.37 -0.59
H -2.16 4.80 -0.07 0.37
H -2.76 2.59 3.33 0.37
C -0.14 -0.98 -0.63 0.94
C -4.28 5.13 -5.34 -0.13
H -5.12 -3.25 -3.50 0.27
H 4.92 -2.34 -0.82 0.55
N 4.29 0.65 3.31 -0.57
C -4.82 -3.07 -4.53 0.20
C -2.12 4.76 1.01 -0.02
O 2.26 -1.56 -0.57 -0.24
C -5.35 -3.15 -0.42 0.50
C -4.68 2.95 -4.46 -0.09
C -4.79 -3.63 -6.85 -0.22
H 4.44 1.78 11.47 0.36
C 6.72 -0.08 2.15 -0.38
H -1.03 -1.60 -0.78 -0.78
C -2.07 4.58 3.72 -0.63
C 5.89 -2.69 -1.15 -0.11
H -1.74 0.83 0.59 0.51
O -5.74 -3.72 -1.40 -0.57
C -2.76 -3.75 -1.71 0.11
C 4.39 0.40 2.01 -0.49
H -4.48 1.60 -0.11 0.39
C -5.09 4.01 -5.25 -0.71
C -1.69 5.78 3.12 -0.16
H -4.57 5.98 -5.94 0.38
O -4.24 -3.56 0.27 -0.33
N 6.92 -1.90 -0.88 -0.20

15
Properties=species:S:1:pos:R:3:mulliken_charge:R:1 method="wB97M-V/def2-TZVPD" orbital_gap_ev=9.3 total_charge=+1 e_tot_ev=-10314.4956 de_lowest_kj_mol=399.0 homo_energy_ev=-13.63
C -2.85 -0.01 0.04 -0.11
H 0.49 -1.25 1.89 0.27
H -4.47 -0.94 1.33 0.36
O 2.72 0.22 0.35 -0.39
N -1.90 0.62 -0.74 -0.15
N 0.05 -0.22 0.17 -0.02
H -2.33 1.34 -1.39 0.33
H 0.70 -2.11 0.20 0.29
C 0.49 -1.21 0.78 -0.15
H -0.20 1.46 -0.98 0.42
C 3.64 0.49 -0.39 -0.08
C -0.58 0.61 -0.54 0.09
H 3.41 1.02 -1.31 0.22
H 4.69 0.47 0.05 0.26
C -3.86 -0.51 0.54 -0.34

68
Properties=species:S:1:pos:R:3:mulliken_charge:R:1 method="wB97M-V/def2-TZVPD" orbital_gap_ev="6.7 / 7.4" total_charge=+1 e_tot_ev=-67949.4035 de_lowest_kj_mol=35.3 homo_energy_ev="-10.07 / -10.34" spin_multiplicity=4
C 1.18 4.33 -0.91 -0.80
C -2.59 -1.78 1.88 -1.88
C -2.33 -2.71 0.70 -1.06
H 3.13 1.01 -1.26 0.64
H 2.74 -1.52 0.43 0.14
C 0.61 -3.27 -3.20 -0.29
H 2.51 2.88 -0.26 0.37
H 4.30 0.52 4.13 0.43
C 2.44 0.53 3.10 -0.66
H -3.22 -2.70 0.05 0.62
C -0.02 4.85 -1.39 -0.71
C 1.50 3.02 -0.62 -0.47
H -3.04 0.22 2.42 0.71
H -3.54 -2.09 2.33 0.40
H 4.13 -1.08 -0.60 0.57
H 2.46 -0.51 2.82 0.46
C 1.35 1.33 2.76 0.66
H -1.81 -1.92 2.63 0.38
H -1.38 -5.66 -4.60 0.36
N 0.12 3.17 2.69 0.14
C 3.05 -0.99 -0.49 -1.49
N 0.19 1.03 2.08 0.01
C 2.36 3.28 3.85 -1.16
H 3.12 0.92 0.52 0.45
C -2.57 0.14 -1.00 -1.07
H -2.03 4.76 -1.95 0.37
C -2.64 -0.29 1.54 1.02
H -4.30 -0.46 0.15 0.47
H -0.23 4.10 2.81 0.26
N 0.97 -1.89 -1.29 0.37
H -2.57 -0.88 -1.41 0.20
C -1.75 -4.30 -1.49 -0.64
C -1.53 2.84 -1.32 -0.76
H -1.49 2.26 1.66 0.41
N -1.16 -2.40 -0.10 0.68
C -1.09 -4.99 -3.81 -0.58
C -0.51 2.14 2.08 -0.66
C 3.46 1.12 3.82 -0.71
C 0.00 -4.16 -4.05 -0.73
H -2.44 -4.60 -0.72 0.40
H -0.02 5.90 -1.63 0.36
H -2.54 -5.87 -2.59 0.36
H 0.44 -4.25 -5.03 0.35
N -1.19 0.51 -0.78 0.14
C 3.42 2.46 4.19 -0.52
C 2.33 -1.65 -1.67 -1.12
H 2.39 -0.99 -2.55 0.40
H 1.98 5.04 -0.76 0.41
H -3.77 1.18 0.47 0.33
H 1.49 -2.79 -3.61 0.36
H 2.83 -2.59 -1.91 0.69
H -3.07 0.77 -1.75 0.52
H 2.33 4.32 4.14 0.44
C -3.42 0.16 0.30 -0.70
Cr 0.04 -0.78 -0.07 -0.52
H -2.23 -3.72 1.12 0.61
H -2.57 2.61 -1.48 0.17
H -1.60 0.03 1.41 -0.87
C -0.72 1.76 -0.93 1.47
C -1.21 4.17 -1.57 -0.81
C 0.72 1.84 -0.67 0.57
C 1.32 2.69 3.15 0.56
C -1.80 -5.08 -2.62 -0.64
C 0.24 -2.80 -1.93 0.38
C 2.68 0.49 -0.39 -0.97
C -0.95 -3.17 -1.17 0.98
H 4.24 2.88 4.76 0.41
N 1.25 0.65 -0.41 0.79

59
Properties=species:S:1:pos:R:3:mulliken_charge:R:1 method="wB97M-V/def2-TZVPD" orbital_gap_ev="6.7 / 6.7" e_tot_ev=-131266.0701 homo_energy_ev="-7.64 / -7.64" spin_multiplicity=2
N -5.22 0.81 2.94 -0.58
H -6.26 -3.21 0.86 0.45
C 9.01 -0.93 0.00 0.59
H -0.65 4.65 -1.15 0.47
C 5.90 -2.29 -0.30 -0.28
H -7.16 -1.75 -0.96 0.45
C -1.13 3.00 0.13 0.27
H 6.46 -2.91 0.39 0.44
H -5.36 0.89 0.89 0.65
C -0.63 1.40 -2.05 -0.45
C -4.82 1.26 1.75 -0.33
C -5.28 -0.73 -1.22 -0.94
C -4.33 -2.34 0.77 -0.43
H -3.85 -2.92 1.54 0.50
H 3.90 -0.16 -2.81 0.44
C 8.16 0.04 0.79 -0.80
N -3.53 -1.43 0.19 1.10
H -3.25 0.04 -1.20 0.29
H 8.42 -0.05 1.84 0.27
H -0.24 3.20 -3.14 0.41
H 7.09 -0.10 0.65 0.29
C 4.53 -2.20 -0.19 -0.45
H -4.88 0.96 4.97 0.44
C 6.57 -1.59 -1.30 -0.29
H 4.00 -2.74 0.59 0.45
C 5.84 -0.83 -2.20 -0.32
C -3.55 2.24 3.85 -0.70
C -0.52 2.77 -2.19 -0.80
C -6.13 -1.66 -0.63 -0.30
Si -0.96 -2.91 -1.90 0.54
C -5.64 -2.47 0.38 -0.81
C 4.47 -0.75 -2.10 -0.57
H 8.43 1.04 0.45 0.26
H -5.62 -0.09 -2.03 0.48
C -3.98 -0.64 -0.80 -0.08
C -2.13 3.63 2.37 -0.64
H -0.44 0.72 -2.87 0.45
C 1.15 -1.28 -0.89 -0.52
C -0.76 3.57 -1.08 -0.36
N -3.84 2.12 1.51 -0.37
Cl -2.94 -3.18 -2.59 -0.34
C -1.20 1.61 0.17 -0.12
Cl -0.57 -4.74 -0.99 -0.33
C 3.78 -1.43 -1.09 0.62
O 10.16 -1.14 0.25 -0.54
C 2.36 -1.34 -0.98 0.09
H -2.02 4.31 3.21 0.35
Cl 0.12 -2.93 -3.67 -0.29
H 6.37 -0.29 -2.98 0.43
C -1.33 3.82 1.33 -0.79
H -1.45 1.09 1.09 0.70
Co -0.67 -1.21 -0.49 0.10
O -2.29 -1.32 0.62 -0.71
H -0.69 4.70 1.37 0.39
C -4.57 1.31 3.99 -0.19
N -0.97 0.83 -0.89 0.18
S 8.33 -1.72 -1.47 -0.13
H -3.04 2.65 4.72 0.40
C -3.19 2.62 2.56 0.92

42
Properties=species:S:1:pos:R:3:mulliken_charge:R:1 method="wB97M-V/def2-TZVPD" orbital_gap_ev="6.1 / 5.8" total_charge=+2 e_tot_ev=-37369.1538 de_lowest_kj_mol=83.0 homo_energy_ev="-14.45 / -14.12" spin_multiplicity=2
C -2.55 -1.22 -0.08 0.24
C -3.01 -2.70 1.97 -1.81
N -0.77 -2.14 1.03 -0.02
H -0.91 2.18 -0.76 0.22
N -0.18 -3.08 1.82 -0.18
H 3.39 0.10 0.84 0.14
C 3.95 0.76 0.17 -1.29
H -0.85 3.84 -1.40 0.43
H -1.01 0.37 -2.51 0.77
C -3.14 0.08 -2.42 -0.77
C 1.67 4.24 -0.84 -0.79
N -1.54 -0.63 -0.79 -0.36
H -4.66 -1.62 0.06 0.31
H 4.90 1.02 0.61 0.40
C -1.85 -0.03 -1.95 -0.54
H -3.16 -3.75 1.70 0.42
H -2.62 -2.65 2.99 0.54
H 4.14 0.20 -0.75 0.34
C 2.99 4.37 -0.41 -0.62
H -3.33 0.60 -3.35 0.45
C 1.14 -3.31 1.68 0.81
H -0.36 2.50 -2.42 0.22
H -3.98 -2.22 1.96 0.41
C 1.05 3.01 -0.92 0.96
C -3.88 -1.13 -0.50 -0.56
C 3.15 1.98 -0.13 1.04
H 1.11 5.12 -1.11 0.43
C -4.18 -0.47 -1.67 -0.49
H -0.75 -3.63 2.47 0.24
S 2.01 -2.35 0.57 -0.40
H 1.26 -4.88 3.02 0.22
H 2.74 -4.40 2.28 0.24
H 4.75 3.34 0.23 0.42
H -5.20 -0.41 -2.01 0.47
C 3.71 3.24 -0.08 -0.80
C -2.09 -2.02 1.02 1.38
C 1.77 1.84 -0.51 0.11
C -0.35 2.87 -1.39 -1.21
N 1.75 -4.26 2.38 -0.34
H 3.43 5.34 -0.35 0.43
Tc 0.30 -0.78 0.02 0.96
N 1.17 0.68 -0.45 -0.41

6
Properties=species:S:1:pos:R:3:mulliken_charge:R:1 method="wB97M-V/def2-TZVPD" orbital_gap_ev="6.8 / 6.8" e_tot_ev=-26258.1386 de_lowest_kj_mol=168.7 homo_energy_ev="-9.86 / -9.86"
S 0.05 -1.60 -0.18 0.26
H 2.61 -0.96 -0.75 0.22
N -1.61 2.17 0.59 -0.44
O -1.38 0.00 -0.27 -0.50
S 1.80 -0.67 0.32 -0.07
C -1.47 1.06 0.29 0.53

20
Properties=species:S:1:pos:R:3:mulliken_charge:R:1 method="wB97M-V/def2-TZVPD" orbital_gap_ev=8.3 e_tot_ev=-80997.2351 de_lowest_kj_mol=207.9 homo_energy_ev=-8.77
H -2.24 -2.23 0.25 0.38
H 1.29 -1.01 -1.85 0.42
H -1.05 -1.60 2.35 0.39
C -0.40 -2.08 -0.90 -0.46
H 0.35 2.21 1.45 0.21
Br 2.67 0.55 0.20 -0.10
C 0.03 1.90 -0.66 -0.40
O -0.19 0.66 -0.83 -0.43
N 0.54 -0.72 1.40 -0.45
H 1.38 -2.49 -0.74 0.30
C -0.42 2.47 0.75 -0.83
H -1.34 1.83 1.08 0.17
H -0.79 -2.48 -1.83 0.42
H -0.58 2.49 -1.45 0.28
H 1.05 2.24 -0.87 0.31
H -0.65 3.53 0.95 0.38
C 0.98 -1.51 -0.97 -0.52
C -0.55 -1.35 1.37 -0.11
C 1.08 -0.51 0.13 0.32
C -1.17 -1.91 0.18 -0.28